Model 1:
The following is a quantum chemistry calculation of the molecule C6H10O, from the Open Molecules 2025 dataset.

The geometry in XYZ format:
```
17
Properties=species:S:1:pos:R:3
C 2.16956 0.01802 0.28204
C 0.96915 -0.44828 -0.53689
C -0.39644 -0.22862 0.12810
C -1.53686 -0.75825 -0.75864
O -0.34322 -0.93428 1.36120
C -0.73393 1.20140 0.33424
C -1.24842 2.29029 0.39135
H 3.09794 -0.20312 -0.25631
H 2.20497 -0.49544 1.24677
H 2.13740 1.09761 0.46671
H 1.05093 -1.52779 -0.71709
H 0.96059 0.04318 -1.51651
H -2.49252 -0.63062 -0.23770
H -1.58874 -0.17958 -1.68675
H -1.39434 -1.81700 -0.99387
H -1.09808 -0.66021 1.89743
H -1.72243 3.24658 0.41003
```

Molar mass, g/mol: 98.14
E_LUMO, eV: 0.95
HOMO level, Eh: -0.371
Kohn-Sham gap, Ha: 0.4058

=====

Model 2:
The following is a quantum chemistry calculation of the molecule C6H10O, from the Open Molecules 2025 dataset.

The geometry in XYZ format:
```
17
Properties=species:S:1:pos:R:3
C -1.16384 -0.72022 -0.42200
C -0.09863 -1.65195 0.17942
C -1.31988 0.60234 0.33994
C -0.47096 1.74135 -0.21810
O 3.28552 0.38004 0.21793
C 2.20554 -0.36117 0.19644
C 1.20493 -1.02232 0.21574
H 4.06255 -0.13879 -0.03820
H -0.91598 -0.51289 -1.46553
H -2.11396 -1.25898 -0.40392
H -0.38966 -1.93155 1.19722
H -0.03601 -2.56939 -0.41797
H -1.07630 0.45151 1.39216
H -2.37259 0.90993 0.29664
H 0.58533 1.52225 -0.12733
H -0.69952 1.90560 -1.26729
H -0.68660 2.65425 0.32489
```

Molar mass, g/mol: 98.14
E_LUMO, eV: 0.62
HOMO level, Eh: -0.330
Kohn-Sham gap, Ha: 0.3522

=====

Stability verdict: model 1, ahead by 0.0153 hartree